Entry from the Open Molecules 2025 dataset: 6 unconnected molecules or ions with the total composition C32H28F41N2O5 in a non-equilibrium geometry (ωB97M-V/def2-TZVPD).

Output
energy: -158253.163 eV
energy relative to the best compared isomer or geometry (same formula, charge and spin): 10.346 eV
HOMO: -12.741 eV
net charge: +1
LUMO level: -0.208 Ha

Last columns: bonded neighbours and bond lengths (Å).
Cartesian coordinates (Å):
1 N 0.2384 -0.8884 0.9947  C2 1.401, H11 1.064
2 C 0.7639 0.0910 0.1422  N1 1.401, C3 1.639, H12 1.187
3 C -0.0711 1.4932 -0.0143  C2 1.639, C4 1.640, H13 1.190, H14 1.193
4 C 0.8388 2.8097 -0.3705  C3 1.640, C5 1.670, N9 1.518
5 C 0.1684 3.8877 -1.4562  C4 1.670, C6 1.672, H15 1.174
6 C 0.9367 5.3067 -1.8953  C5 1.672, C7 1.648, H16 1.185
7 C 2.4069 5.5570 -1.1936  C6 1.648, C8 1.660, H17 1.177
8 C 2.9920 4.4266 -0.1276  C7 1.660, N9 1.542, H18 1.187
9 N 2.1990 3.1485 0.2120  C4 1.518, C8 1.542, F10 1.366
10 F 2.7869 2.3236 1.1281  N9 1.366
11 H -0.6538 -0.4676 1.3934  N1 1.064
12 H 1.7572 -0.1709 -0.4521  C2 1.187
13 H -0.8149 1.3442 -0.9315  C3 1.190
14 H -0.7436 1.7621 0.9342  C3 1.193
15 H -0.8789 3.6803 -1.9435  C5 1.174
16 H 0.4038 6.0566 -2.6429  C6 1.185
17 H 2.9712 6.5456 -1.4939  C7 1.177
18 H 4.0446 4.6827 0.3569  C8 1.187
19 C -4.1412 6.4943 -6.0705  C20 1.536, O26 1.430, H33 1.097, H34 1.097
20 C -2.6114 6.5820 -6.1829  C19 1.536, C21 1.524, F24 1.360, F25 1.370
21 C -1.9070 5.2454 -6.3840  C20 1.524, F22 1.353, F23 1.360, H35 1.093
22 F -2.1043 4.4018 -5.3449  C21 1.353
23 F -0.5614 5.4231 -6.4778  C21 1.360
24 F -2.1204 7.2428 -5.0998  C20 1.360
25 F -2.3304 7.3797 -7.2611  C20 1.370
26 O -4.6721 6.5090 -4.7429  C19 1.430, C27 1.426
27 C -4.7280 5.2420 -4.0918  O26 1.426, C28 1.533, F31 1.354, F32 1.361
28 C -3.8590 5.1860 -2.8297  C27 1.533, F29 1.358, F30 1.359, H36 1.094
29 F -2.5511 5.4138 -3.1162  C28 1.358
30 F -3.9194 3.9613 -2.2446  C28 1.359
31 F -4.4279 4.2661 -4.9815  C27 1.354
32 F -6.0342 5.0558 -3.7597  C27 1.361
33 H -4.5394 7.4079 -6.5294  C19 1.097
34 H -4.5618 5.6809 -6.6738  C19 1.097
35 H -2.2397 4.7532 -7.3015  C21 1.093
36 H -4.1783 5.9346 -2.0989  C28 1.094
37 C 2.7159 1.0911 -5.3143  C38 1.536, O44 1.430, H51 1.097, H52 1.097
38 C 2.0636 1.4487 -6.6586  C37 1.536, C39 1.524, F42 1.360, F43 1.370
39 C 0.7910 2.2806 -6.5509  C38 1.524, F40 1.353, F41 1.360, H53 1.093
40 F -0.1892 1.6316 -5.8815  C39 1.353
41 F 0.2906 2.5517 -7.7867  C39 1.360
42 F 1.8516 0.3089 -7.3703  C38 1.360
43 F 2.9840 2.1667 -7.3762  C38 1.370
44 O 2.4252 -0.2134 -4.8061  C37 1.430, C45 1.426
45 C 1.2215 -0.3218 -4.0501  O44 1.426, C46 1.533, F49 1.354, F50 1.361
46 C 0.2043 -1.2745 -4.6896  C45 1.533, F47 1.358, F48 1.359, H54 1.094
47 F -0.1570 -0.8559 -5.9302  C46 1.358
48 F -0.9371 -1.3404 -3.9557  C46 1.359
49 F 0.7173 0.9154 -3.8285  C45 1.354
50 F 1.5938 -0.7973 -2.8309  C45 1.361
51 H 3.7991 1.0765 -5.4886  C37 1.097
52 H 2.5726 1.8704 -4.5562  C37 1.097
53 H 0.9796 3.2359 -6.0543  C39 1.093
54 H 0.6151 -2.2840 -4.7819  C46 1.094
55 C 7.5303 3.6572 -1.0771  C56 1.536, O62 1.430, H69 1.097, H70 1.097
56 C 6.5466 3.7836 -2.2505  C55 1.536, C57 1.524, F60 1.360, F61 1.370
57 C 5.6937 2.5466 -2.5065  C56 1.524, F58 1.353, F59 1.360, H71 1.093
58 F 6.4424 1.4674 -2.8306  C57 1.353
59 F 4.8531 2.7538 -3.5560  C57 1.360
60 F 7.2281 4.1554 -3.3676  C56 1.360
61 F 5.7081 4.8289 -1.9642  C56 1.370
62 O 8.8790 3.3333 -1.4245  C55 1.430, C63 1.426
63 C 9.1552 1.9430 -1.5759  O62 1.426, C64 1.533, F67 1.354, F68 1.361
64 C 9.6015 1.5792 -2.9971  C63 1.533, F65 1.358, F66 1.359, H72 1.094
65 F 8.6445 1.8831 -3.9117  C64 1.358
66 F 9.8380 0.2463 -3.1127  C64 1.359
67 F 8.0853 1.2245 -1.1599  C63 1.354
68 F 10.1551 1.6679 -0.6951  C63 1.361
69 H 7.6016 4.6533 -0.6226  C55 1.097
70 H 7.1467 3.0178 -0.2730  C55 1.097
71 H 5.0806 2.2977 -1.6365  C57 1.093
72 H 10.5129 2.1174 -3.2729  C64 1.094
73 C -0.5451 -3.2254 3.2031  C74 1.536, O80 1.430, H87 1.097, H88 1.097
74 C 0.7256 -3.4054 4.0476  C73 1.536, C75 1.524, F78 1.360, F79 1.370
75 C 1.3891 -4.7719 3.9219  C74 1.524, F76 1.353, F77 1.360, H89 1.093
76 F 0.5812 -5.7731 4.3406  C75 1.353
77 F 2.5047 -4.8354 4.6979  C75 1.360
78 F 0.4463 -3.1079 5.3453  C74 1.360
79 F 1.6229 -2.4553 3.6355  C74 1.370
80 O -1.7846 -3.4071 3.8925  C73 1.430, C81 1.426
81 C -2.2453 -4.7534 3.9792  O80 1.426, C82 1.533, F85 1.354, F86 1.361
82 C -2.3466 -5.2526 5.4255  C81 1.533, F83 1.358, F84 1.359, H90 1.094
83 F -1.1405 -5.2179 6.0490  C82 1.358
84 F -2.7695 -6.5429 5.4722  C82 1.359
85 F -1.4684 -5.5449 3.2021  C81 1.354
86 F -3.4780 -4.7587 3.4032  C81 1.361
87 H -0.5635 -2.1741 2.8895  C73 1.097
88 H -0.5095 -3.7893 2.2632  C73 1.097
89 H 1.6917 -4.9752 2.8914  C75 1.093
90 H -3.0424 -4.6393 6.0053  C82 1.094
91 C -6.0028 -6.2896 7.9456  C92 1.536, O98 1.430, H105 1.097, H106 1.097
92 C -4.7321 -6.4696 8.7901  C91 1.536, C93 1.524, F96 1.360, F97 1.370
93 C -4.0687 -7.8361 8.6644  C92 1.524, F94 1.353, F95 1.360, H107 1.093
94 F -4.8765 -8.8373 9.0832  C93 1.353
95 F -2.9530 -7.8996 9.4405  C93 1.360
96 F -5.0114 -6.1721 10.0878  C92 1.360
97 F -3.8349 -5.5195 8.3780  C92 1.370
98 O -7.2423 -6.4713 8.6351  C91 1.430, C99 1.426
99 C -7.7030 -7.8176 8.7217  O98 1.426, C100 1.533, F103 1.354, F104 1.361
100 C -7.8044 -8.3168 10.1681  C99 1.533, F101 1.358, F102 1.359, H108 1.094
101 F -6.5982 -8.2821 10.7915  C100 1.358
102 F -8.2272 -9.6071 10.2147  C100 1.359
103 F -6.9262 -8.6091 7.9447  C99 1.354
104 F -8.9357 -7.8229 8.1458  C99 1.361
105 H -6.0212 -5.2383 7.6321  C91 1.097
106 H -5.9672 -6.8535 7.0058  C91 1.097
107 H -3.7660 -8.0394 7.6340  C93 1.093
108 H -8.5001 -7.7035 10.7479  C100 1.094